(1)
# C54H78F16IN4O17S7

A cluster of 7 separate species, C54H78F16IN4O17S7 in total at a distorted geometry (ωB97M-V with the def2-TZVPD basis set, the Open Molecules 2025 dataset).

Computed properties:
orbital gap = 8.03 eV
charge = +1

Each line ends with the Löwdin charge.
Positions of all 177 atoms, in Å:
C 3.861 -3.811 4.456  -0.0252
C 3.112 -3.007 3.431  -0.2380
C 2.745 -1.680 3.688  -0.0500
C 2.082 -0.914 2.740  -0.0135
C 1.756 -1.442 1.483  -0.1807
C 1.054 -0.468 0.540  -0.0611
C 0.479 -1.021 -0.768  -0.3057
N 1.424 -1.759 -1.562  0.1151
C 2.611 -1.488 -1.650  -0.7436
S 4.119 -1.214 -1.816  0.9040
N -0.512 -2.089 -0.290  0.2289
C -1.613 -2.612 -1.172  -0.3823
F -2.752 -2.189 -0.529  0.0770
C -1.593 -4.131 -1.086  -0.1800
C -1.919 -4.678 0.328  -0.1685
C -3.384 -5.107 0.417  -0.1856
C -3.697 -6.295 -0.516  -0.2638
N -4.608 -5.945 -1.613  0.0127
C -1.620 -2.043 -2.653  -0.5930
I -0.829 -3.556 -4.050  1.1519
O -2.974 -1.803 -2.882  -0.1493
N -3.693 -2.728 -3.765  -0.0138
O -4.664 -2.235 -4.115  0.1483
C -0.764 -0.749 -2.935  -0.1367
C -1.304 0.093 -4.135  -0.3838
F -2.116 -0.682 -4.915  0.0675
F -2.029 1.173 -3.771  0.1405
C -0.272 0.571 -5.194  -0.2723
F 0.402 1.680 -4.819  0.0935
F 0.624 -0.418 -5.425  0.0818
C -0.260 0.042 -1.664  -0.1456
C 0.883 1.027 -2.069  -0.0824
C 0.818 2.560 -2.076  -0.1332
C -0.359 3.443 -2.532  -0.0526
C -0.168 4.754 -1.794  -0.4305
F 1.094 5.174 -2.110  0.1154
F -0.172 4.580 -0.447  0.0912
C -1.153 5.888 -2.114  -0.5493
F -1.199 6.103 -3.430  0.1865
F -0.762 7.012 -1.512  0.1772
F -2.381 5.577 -1.682  0.1733
C -1.481 0.655 -0.936  -0.1803
O -2.587 0.362 -1.272  0.2083
C -1.474 1.682 0.235  -0.3384
F -0.243 2.117 0.577  0.1287
F -2.196 2.746 -0.159  0.1601
C -2.178 1.109 1.519  -0.3194
F -2.075 -0.258 1.563  0.1175
F -3.482 1.408 1.457  0.1891
C -1.652 1.690 2.855  -0.3562
F -1.640 3.022 2.748  0.1818
F -0.392 1.221 3.069  0.1261
C -2.563 1.279 4.051  -0.4249
O -3.338 2.044 4.504  0.2150
O -2.365 0.047 4.529  0.1723
C 2.126 -2.767 1.231  -0.0521
C 2.785 -3.543 2.187  -0.0113
H 4.837 -3.350 4.627  0.0710
H 3.349 -3.822 5.417  0.0920
H 4.053 -4.821 4.098  0.0648
H 2.987 -1.237 4.648  0.0276
H 1.848 0.114 2.987  0.0962
H 1.705 0.387 0.357  0.0852
H 0.224 -0.066 1.120  0.0984
H -0.932 -1.794 0.594  0.1608
H 0.076 -2.891 -0.040  0.1379
H -0.608 -4.486 -1.385  0.0851
H -2.355 -4.522 -1.761  0.0834
H -1.716 -3.944 1.115  0.1076
H -1.301 -5.560 0.500  0.1210
H -3.641 -5.370 1.444  0.1117
H -4.046 -4.278 0.155  0.1053
H -4.153 -7.092 0.073  0.1055
H -2.775 -6.707 -0.938  0.1026
H -4.246 -6.229 -2.512  0.0384
H -4.822 -4.959 -1.645  0.0474
H 0.170 -1.140 -3.332  0.0666
H -0.821 0.795 -6.110  0.1790
H 1.266 0.672 -3.024  0.1164
H 1.729 0.843 -1.409  0.0572
H 1.133 2.891 -1.090  0.0689
H 1.656 2.853 -2.710  0.1331
H -1.380 3.094 -2.399  0.1158
H -0.263 3.687 -3.590  0.1275
H -1.909 -0.525 3.898  0.1166
H 1.922 -3.233 0.272  0.0919
H 3.078 -4.558 1.952  0.0797
C 2.541 4.844 0.977  -0.2052
C 2.653 4.275 2.397  -0.1749
C 2.829 2.756 2.247  -0.1993
S 3.615 2.494 0.657  0.7292
O 2.684 1.791 -0.211  -0.3868
O 4.949 1.979 0.837  -0.3071
C 3.663 4.213 0.161  -0.1966
H 2.594 5.932 0.968  0.1292
H 1.586 4.549 0.543  0.0835
H 3.514 4.712 2.904  0.1237
H 1.774 4.495 2.999  0.1205
H 3.455 2.320 3.021  0.0751
H 1.868 2.244 2.216  0.0772
H 3.512 4.269 -0.915  0.1058
H 4.641 4.615 0.422  0.1158
C -3.217 10.113 0.475  -0.2123
C -2.427 8.877 0.925  -0.2179
C -0.954 9.288 1.038  -0.2229
S -0.957 11.048 1.425  0.6635
O -0.358 11.757 0.324  -0.3193
O -0.483 11.247 2.770  -0.3264
C -2.734 11.259 1.357  -0.2163
H -4.289 9.966 0.576  0.0675
H -3.001 10.330 -0.573  0.1287
H -2.791 8.545 1.900  0.1178
H -2.547 8.048 0.228  0.0939
H -0.427 8.763 1.831  0.0985
H -0.424 9.165 0.096  0.0913
H -2.955 12.247 0.963  0.1112
H -3.111 11.167 2.375  0.1113
C 4.824 -9.210 0.743  -0.2172
C 5.564 -8.619 -0.465  -0.2100
C 5.671 -7.105 -0.240  -0.2166
S 5.687 -6.870 1.544  0.6756
O 4.494 -6.144 1.929  -0.3409
O 6.976 -6.400 1.973  -0.3121
C 5.474 -8.592 1.976  -0.2252
H 4.887 -10.297 0.766  0.1178
H 3.767 -8.937 0.703  0.1185
H 6.563 -9.053 -0.530  0.1191
H 5.051 -8.837 -1.400  0.1140
H 6.584 -6.677 -0.645  0.1033
H 4.807 -6.571 -0.630  0.1013
H 4.872 -8.658 2.879  0.1100
H 6.467 -9.002 2.157  0.1114
C 7.412 -0.781 5.251  -0.2092
C 7.233 -0.417 3.770  -0.1943
C 5.726 -0.367 3.488  -0.1923
S 4.946 0.074 5.050  0.7205
O 4.126 -1.025 5.494  -0.3283
O 4.386 1.402 4.955  -0.3128
C 6.447 0.114 6.022  -0.2135
H 8.438 -0.633 5.584  0.1196
H 7.154 -1.830 5.412  0.1174
H 7.675 0.562 3.578  0.1205
H 7.727 -1.133 3.116  0.1192
H 5.461 0.380 2.742  0.0835
H 5.331 -1.339 3.198  0.0971
H 6.222 -0.232 7.028  0.1117
H 6.790 1.147 6.048  0.1123
C -2.581 -8.001 -6.909  -0.2148
C -1.498 -9.055 -6.637  -0.2072
C -1.007 -8.846 -5.199  -0.2144
S -2.396 -8.140 -4.299  0.6503
O -2.048 -6.800 -3.876  -0.3978
O -2.897 -9.082 -3.334  -0.3127
C -3.507 -8.031 -5.697  -0.2237
H -3.127 -8.208 -7.828  0.1188
H -2.125 -7.013 -7.005  0.1177
H -1.926 -10.053 -6.740  0.1199
H -0.674 -8.978 -7.344  0.1159
H -0.721 -9.772 -4.708  0.1043
H -0.189 -8.131 -5.145  0.1021
H -4.127 -7.144 -5.587  0.1083
H -4.127 -8.926 -5.685  0.1130
C -7.192 6.323 1.000  -0.2174
C -8.415 6.712 0.157  -0.2103
C -8.405 8.239 0.011  -0.2139
S -6.680 8.737 0.114  0.6542
O -6.499 9.529 1.306  -0.3205
O -6.226 9.221 -1.164  -0.3180
C -6.017 7.099 0.413  -0.2307
H -7.009 5.250 0.978  0.1143
H -7.348 6.616 2.040  0.1212
H -8.343 6.246 -0.828  0.1167
H -9.344 6.372 0.613  0.1148
H -8.800 8.579 -0.942  0.1040
H -8.930 8.732 0.827  0.1062
H -5.161 7.181 1.080  0.0985
H -5.707 6.694 -0.550  0.1074


(2)
# C54H84BrN6OP2Pb

A structure of composition C54H84BrN6OP2Pb (ωB97M-V with the def2-TZVPD basis set, the Open Molecules 2025 dataset).

Computed properties:
energy above the lowest of the compared OMol25 structures with the same formula, charge and spin = 0.1325 eV
orbital gap = 8.37 eV
charge = +1

Each line ends with the Löwdin charge.
Positions of all 149 atoms, in Å:
Pb -0.278 1.356 0.485  1.2193
C -3.289 0.480 2.532  -0.1158
N -2.160 -0.252 1.966  -0.1922
C -1.336 -0.847 3.017  -0.1307
C -0.040 -1.456 2.532  -0.2782
C 0.527 -2.525 3.217  -0.0091
C 1.761 -3.004 2.808  -0.0428
C 2.378 -2.425 1.709  -0.0473
C 1.728 -1.388 1.065  -0.1598
N 0.556 -0.908 1.477  0.0058
C -2.572 -1.306 1.029  -0.1529
C -3.439 -0.870 -0.128  -0.2867
C -4.473 -1.699 -0.557  -0.0281
C -5.187 -1.356 -1.694  -0.0579
C -4.865 -0.183 -2.356  -0.0611
C -3.853 0.604 -1.828  -0.1302
N -3.156 0.272 -0.746  0.1091
C -3.170 1.992 2.494  -0.2477
C -4.051 2.740 3.271  -0.0119
C -4.018 4.120 3.203  -0.0406
C -3.098 4.724 2.358  -0.0479
C -2.240 3.911 1.646  -0.1614
N -2.270 2.577 1.706  0.0136
H -3.470 0.190 3.573  0.1313
H -4.196 0.217 1.983  0.1351
H -1.900 -1.621 3.557  0.1328
H -1.079 -0.064 3.738  0.1248
H 0.009 -2.962 4.062  0.1199
H 2.231 -3.824 3.336  0.1155
H 3.348 -2.761 1.364  0.1158
H 2.143 -0.922 0.177  0.1053
H -3.104 -2.109 1.561  0.1324
H -1.660 -1.723 0.592  0.0843
H -4.708 -2.604 -0.010  0.1145
H -5.989 -1.989 -2.051  0.1122
H -5.393 0.123 -3.250  0.1068
H -3.584 1.546 -2.296  0.1082
H -4.752 2.232 3.922  0.1211
H -4.694 4.716 3.802  0.1156
H -3.038 5.800 2.263  0.1135
H -1.479 4.337 0.999  0.0921
C -1.607 6.410 -3.023  -0.0387
C -0.590 5.316 -2.841  -0.2454
C 0.606 5.280 -3.547  -0.0097
C 1.508 4.250 -3.337  -0.0883
C 1.169 3.281 -2.409  -0.7369
Br 2.361 1.838 -2.096  0.7811
N 0.043 3.282 -1.727  -0.0370
C -0.816 4.277 -1.947  -0.1057
H -1.287 7.123 -3.780  0.0799
H -1.762 6.953 -2.089  0.0851
H -2.570 5.997 -3.327  0.0860
H 0.831 6.055 -4.270  0.1230
H 2.443 4.194 -3.876  0.1059
H -1.743 4.237 -1.380  0.1136
O -0.341 -1.663 -1.317  -0.3682
P -0.113 -3.044 -1.855  0.8287
C -0.412 -4.214 -0.440  -0.3201
C -1.915 -4.441 -0.190  -0.1917
C -2.484 -5.635 -0.959  -0.1833
C -1.684 -6.905 -0.679  -0.1892
C -0.222 -6.697 -1.069  -0.1938
C 0.375 -5.523 -0.293  -0.1831
C -1.332 -3.281 -3.205  -0.3345
C -1.452 -1.948 -3.983  -0.1778
C -2.138 -2.159 -5.342  -0.1856
C -3.184 -3.268 -5.245  -0.1919
C -2.509 -4.622 -4.957  -0.1752
C -1.194 -4.448 -4.178  -0.1916
C 1.692 -3.238 -2.205  -0.3228
C 2.328 -1.929 -2.708  -0.2142
C 2.476 -1.849 -4.225  -0.1936
C 3.240 -3.063 -4.743  -0.1960
C 2.447 -4.328 -4.434  -0.1905
C 2.211 -4.496 -2.930  -0.1726
H -0.047 -3.533 0.340  0.0907
H -2.468 -3.534 -0.444  0.0696
H -2.061 -4.617 0.882  0.1242
H -2.454 -5.434 -2.034  0.0853
H -3.532 -5.774 -0.684  0.1160
H -2.107 -7.745 -1.233  0.1133
H -1.744 -7.149 0.387  0.1167
H -0.161 -6.511 -2.145  0.0855
H 0.359 -7.597 -0.864  0.1168
H 1.424 -5.380 -0.559  0.0927
H 0.358 -5.784 0.771  0.1215
H -2.258 -3.412 -2.634  0.1032
H -0.469 -1.496 -4.123  0.0905
H -2.025 -1.244 -3.378  0.0971
H -1.404 -2.430 -6.107  0.1137
H -2.599 -1.224 -5.664  0.1094
H -3.763 -3.329 -6.167  0.1091
H -3.889 -3.020 -4.445  0.1031
H -2.297 -5.138 -5.896  0.1124
H -3.193 -5.260 -4.390  0.1051
H -0.389 -4.231 -4.877  0.0903
H -0.937 -5.382 -3.673  0.0911
H 1.988 -3.327 -1.151  0.0920
H 3.332 -1.848 -2.273  0.1209
H 1.741 -1.089 -2.329  0.0468
H 2.999 -0.925 -4.484  0.1083
H 1.493 -1.813 -4.705  0.0996
H 4.216 -3.112 -4.247  0.1176
H 3.416 -2.982 -5.817  0.1123
H 2.973 -5.210 -4.803  0.1157
H 1.496 -4.279 -4.964  0.0861
H 3.170 -4.765 -2.474  0.1232
H 1.539 -5.339 -2.762  0.0845
C 4.297 3.266 1.241  -0.0984
C 3.842 2.574 2.534  -0.5851
C 3.898 1.063 2.250  -0.1015
C 4.818 2.927 3.659  -0.0754
P 2.016 3.049 2.804  0.8435
N 1.103 2.322 1.791  -0.4454
C 1.890 4.949 2.633  -0.5825
C 0.551 5.358 3.263  -0.0980
C 1.783 5.279 1.133  -0.0974
C 2.997 5.781 3.284  -0.0759
C 1.539 2.577 4.590  -0.5829
C 1.989 1.119 4.788  -0.0921
C 0.003 2.567 4.687  -0.1030
C 2.130 3.435 5.711  -0.0733
H 5.274 2.870 0.950  0.0891
H 4.409 4.341 1.363  0.0560
H 3.595 3.068 0.429  0.0412
H 4.780 0.838 1.643  0.0881
H 3.012 0.763 1.693  0.0305
H 3.963 0.464 3.157  0.0663
H 5.831 2.682 3.328  0.0931
H 4.628 2.350 4.564  0.0622
H 4.801 3.986 3.914  0.0631
H -0.247 4.693 2.943  0.0398
H 0.299 6.377 2.954  0.0909
H 0.593 5.353 4.351  0.0633
H 1.153 4.542 0.631  0.0395
H 2.749 5.296 0.635  0.0645
H 1.333 6.269 1.009  0.0848
H 3.110 5.551 4.344  0.0664
H 2.728 6.839 3.204  0.0928
H 3.962 5.654 2.797  0.0630
H 1.685 0.498 3.940  0.0637
H 1.522 0.720 5.692  0.0879
H 3.066 1.036 4.919  0.0610
H -0.426 2.168 3.765  0.0339
H -0.416 3.555 4.863  0.0661
H -0.302 1.930 5.523  0.0854
H 3.216 3.501 5.651  0.0623
H 1.879 2.979 6.674  0.0928
H 1.726 4.446 5.717  0.0622


(3)
# C54H85B2N12ReS3

A structure of composition C54H85B2N12ReS3 (ωB97M-V with the def2-TZVPD basis set, the Open Molecules 2025 dataset).

Computed properties:
2S+1 = 4
orbital gap (spin up / spin down) = 7.14 / 6.37 eV
charge = +3

Each line ends with the Löwdin spin population.
Positions of all 157 atoms, in Å:
Re -0.246 -0.195 0.348  2.3958
C -0.253 4.379 -2.764  0.0004
C 1.045 3.802 -2.281  0.0027
C 2.223 4.487 -2.304  0.0037
C 3.442 3.914 -1.820  0.0024
N 3.488 2.661 -1.469  0.0075
N 2.325 1.975 -1.511  0.0117
B 2.490 0.510 -1.460  0.0079
N 1.956 -0.313 -2.564  0.0159
N 2.566 0.252 -3.643  0.0073
C 2.561 -0.416 -4.760  0.0032
C 1.954 -1.709 -4.806  0.0032
C 1.328 -2.258 -3.728  0.0034
C 0.694 -3.616 -3.783  0.0011
C 1.291 -1.465 -2.540  0.0150
S 0.421 -1.987 -1.159  0.0676
C 3.202 0.208 -5.982  0.0001
C 3.939 1.496 -5.614  0.0001
C 2.080 0.516 -6.987  0.0002
C 4.194 -0.799 -6.591  0.0000
N 3.482 -0.062 -0.514  0.0135
N 4.584 -0.191 -1.280  0.0070
C 5.702 -0.502 -0.684  0.0032
C 5.713 -0.677 0.729  0.0029
C 4.587 -0.555 1.490  0.0028
C 4.614 -0.752 2.978  0.0001
C 3.381 -0.246 0.796  0.0096
S 1.883 -0.106 1.613  0.0349
C 6.925 -0.679 -1.575  0.0002
C 6.707 -1.969 -2.386  0.0003
C 7.048 0.523 -2.525  0.0002
C 8.204 -0.805 -0.745  -0.0001
C 1.114 2.487 -1.745  0.0125
S -0.282 1.568 -1.401  0.0352
C 4.756 4.682 -1.772  0.0001
C 5.545 4.328 -3.043  0.0002
C 4.502 6.192 -1.721  0.0000
C 5.552 4.261 -0.531  0.0002
H -0.068 5.264 -3.370  0.0000
H -0.887 4.668 -1.923  0.0001
H -0.812 3.655 -3.358  -0.0001
H 2.239 5.495 -2.698  0.0000
H 1.989 -2.267 -5.734  0.0000
H 1.100 -4.184 -4.617  0.0000
H -0.385 -3.527 -3.924  0.0001
H 0.858 -4.178 -2.864  0.0003
H 3.278 2.221 -5.134  0.0000
H 4.337 1.947 -6.522  0.0000
H 4.774 1.295 -4.937  0.0000
H 1.411 1.292 -6.608  0.0000
H 1.485 -0.370 -7.222  0.0000
H 2.521 0.872 -7.919  0.0000
H 4.857 -1.227 -5.835  0.0000
H 4.816 -0.285 -7.324  0.0000
H 3.690 -1.614 -7.114  0.0000
H 6.650 -0.903 1.221  0.0000
H 5.613 -0.556 3.365  0.0000
H 4.357 -1.786 3.221  0.0000
H 3.904 -0.107 3.492  -0.0001
H 5.797 -1.903 -2.987  0.0001
H 6.633 -2.843 -1.734  0.0000
H 7.553 -2.122 -3.057  0.0001
H 6.084 0.799 -2.956  0.0000
H 7.732 0.275 -3.338  0.0000
H 7.454 1.393 -2.002  0.0000
H 8.230 -1.722 -0.152  0.0000
H 8.348 0.053 -0.084  0.0000
H 9.059 -0.838 -1.422  0.0000
H 5.034 4.687 -3.940  0.0000
H 5.686 3.248 -3.131  0.0000
H 6.527 4.803 -3.007  0.0000
H 4.092 6.581 -2.655  0.0000
H 5.451 6.703 -1.557  0.0000
H 3.835 6.469 -0.899  0.0000
H 5.717 3.183 -0.506  0.0000
H 5.036 4.557 0.385  0.0000
H 6.523 4.756 -0.542  0.0000
C 0.642 4.492 1.034  0.0015
C 0.909 3.115 1.647  0.0021
C 1.887 3.236 2.820  0.0021
C -0.382 2.495 2.097  0.0167
C -1.278 3.057 2.985  0.0140
C -2.326 2.153 3.128  0.0281
C -3.601 2.305 3.903  0.0037
C -3.425 3.280 5.064  0.0007
C -4.718 2.762 2.952  0.0023
N -2.056 1.095 2.358  0.0068
N -0.863 1.284 1.705  0.0227
B -2.801 -0.244 2.198  0.0012
N -1.838 -1.394 2.554  0.0061
N -0.715 -1.631 1.791  0.0298
C -0.121 -2.754 2.295  0.0189
C -0.871 -3.202 3.361  0.0159
C -1.941 -2.326 3.506  0.0308
C -3.011 -2.311 4.559  0.0040
C -2.647 -1.275 5.632  0.0025
C -3.204 -3.697 5.168  0.0008
C 1.099 -3.442 1.753  0.0019
C 2.101 -3.712 2.878  0.0014
C 0.690 -4.748 1.058  0.0015
N -3.199 -0.409 0.718  0.0045
N -2.244 -0.385 -0.275  0.0249
C -2.905 -0.531 -1.461  0.0187
C -4.253 -0.660 -1.200  0.0144
C -4.409 -0.585 0.179  0.0294
C -5.662 -0.742 0.990  0.0037
C -6.895 -0.326 0.189  0.0008
C -5.768 -2.195 1.471  0.0026
C -2.306 -0.552 -2.839  0.0012
C -2.612 -1.892 -3.515  0.0017
C -2.853 0.616 -3.668  0.0013
H 1.574 4.928 0.668  0.0001
H -0.071 4.430 0.212  0.0004
H 0.229 5.175 1.777  0.0001
H 1.352 2.472 0.888  0.0007
H 1.496 3.923 3.573  0.0002
H 2.062 2.274 3.303  0.0004
H 2.844 3.632 2.473  0.0001
H -1.184 4.009 3.482  0.0003
H -3.877 1.329 4.306  0.0005
H -3.226 4.291 4.705  0.0000
H -4.341 3.318 5.652  0.0001
H -2.611 2.980 5.726  0.0001
H -4.491 3.750 2.544  0.0000
H -4.844 2.070 2.116  0.0000
H -5.663 2.827 3.491  0.0003
H -3.761 -0.275 2.893  -0.0001
H -0.675 -4.078 3.959  0.0005
H -3.947 -2.003 4.092  0.0006
H -1.721 -1.558 6.136  0.0000
H -2.511 -0.279 5.205  0.0000
H -3.437 -1.222 6.383  0.0003
H -2.320 -4.007 5.729  0.0000
H -4.042 -3.678 5.864  0.0001
H -3.415 -4.452 4.408  0.0001
H 1.575 -2.795 1.017  0.0005
H 1.695 -4.418 3.605  0.0001
H 3.011 -4.154 2.468  0.0000
H 2.359 -2.795 3.410  0.0004
H 0.222 -5.431 1.768  0.0001
H -0.019 -4.571 0.247  0.0001
H 1.571 -5.243 0.647  0.0000
H -5.037 -0.787 -1.928  0.0004
H -5.586 -0.098 1.867  0.0005
H -7.079 -1.016 -0.637  0.0000
H -7.774 -0.347 0.832  0.0001
H -6.797 0.682 -0.217  0.0001
H -5.841 -2.876 0.620  0.0000
H -4.900 -2.487 2.067  0.0000
H -6.662 -2.320 2.081  0.0004
H -1.226 -0.441 -2.765  -0.0002
H -3.686 -2.017 -3.661  0.0001
H -2.143 -1.930 -4.501  0.0001
H -2.258 -2.735 -2.918  0.0007
H -3.924 0.498 -3.842  0.0001
H -2.699 1.573 -3.167  0.0000
H -2.361 0.648 -4.642  0.0000